No. 1
DFT (ωB97M-V/def2-TZVPD) results for a molecular structure, C31H18Cl8NNiO3P.

```
63
Properties=species:S:1:pos:R:3:forces:R:3:lowdin_charge:R:1
Ni 0.17106 -0.29755 -0.12272 0.0 0.3 -0.2 0.2933
Cl 1.01153 4.54885 4.98073 0.0 0.0 0.0 0.6685
C 0.45183 3.27924 3.95990 0.0 0.0 0.0 -0.7317
C 1.34822 2.53364 3.20577 -0.1 0.0 0.0 -0.7184
Cl 3.03468 2.87226 3.27761 0.0 0.0 0.0 0.6917
C 0.87603 1.53468 2.36653 0.1 0.1 0.1 -0.5632
Cl 1.98717 0.66825 1.33948 0.0 0.1 0.0 0.7839
C -0.48736 1.22443 2.21887 0.0 0.1 0.0 -0.4912
O -0.93349 0.33555 1.40224 0.0 -0.2 -0.1 -0.2218
C -1.36934 1.99579 3.01327 0.0 0.1 0.0 -0.6040
Cl -3.05078 1.66837 2.84447 0.0 0.0 0.0 0.7397
C -0.91495 3.00080 3.84917 0.0 0.0 0.0 -0.7058
Cl -2.04251 3.94218 4.74490 0.0 0.0 0.0 0.6914
Cl -3.33366 -6.41808 1.02150 0.0 0.0 0.0 0.6524
C -2.59964 -4.98036 0.37527 0.0 0.0 0.0 -0.6824
C -1.54657 -4.38941 1.04449 0.0 0.0 0.0 -0.1352
C -0.98876 -3.24915 0.50120 0.0 -0.1 0.1 -0.5195
Cl 0.37642 -2.51546 1.31511 0.2 0.0 0.0 0.7980
C -1.41857 -2.63189 -0.68425 0.0 0.0 0.0 -0.4630
O -0.87362 -1.56433 -1.17718 -0.1 -0.1 0.1 -0.2043
C -2.48498 -3.30167 -1.32418 0.0 0.0 0.0 -0.5733
Cl -3.05089 -2.65940 -2.82680 0.0 0.0 -0.1 0.7330
C -3.06700 -4.44540 -0.81406 0.0 0.0 0.0 -0.1340
H -1.16568 -4.80918 1.96457 0.0 0.0 0.0 0.1073
H -3.88082 -4.91880 -1.34522 0.0 0.0 0.0 0.1055
O 2.35531 -1.77535 -1.48663 0.1 0.0 -0.1 -0.0200
N 1.63070 -0.60016 -1.63830 -0.2 -0.2 0.1 -0.0734
C 1.77921 -0.11707 -2.80209 0.1 0.1 0.0 -0.0505
C 1.26943 1.15911 -3.34289 -0.1 0.0 0.0 -0.1719
C 1.92483 1.57183 -4.50630 0.0 0.0 0.0 -0.0334
C 1.61419 2.76691 -5.12923 0.0 0.0 0.0 -0.0597
C 0.62582 3.58066 -4.59916 0.0 0.0 0.0 -0.0559
C -0.04930 3.17777 -3.45810 0.0 0.0 0.0 -0.0835
C 0.24287 1.97144 -2.82643 0.1 -0.1 0.0 -0.2785
P -0.71208 1.50314 -1.35032 0.0 0.0 0.1 1.1365
C -0.85640 3.06177 -0.42880 0.0 0.0 0.0 -0.3448
C 0.32190 3.67224 0.00433 0.0 0.0 0.0 -0.0992
C 0.27275 4.79017 0.82007 0.0 0.0 0.0 -0.0711
C -0.95524 5.30248 1.22140 0.0 0.0 0.0 -0.0749
C -2.12872 4.70347 0.79058 0.0 0.0 0.0 -0.0727
C -2.08273 3.58738 -0.03591 0.0 0.0 0.0 -0.0789
C -2.38924 1.10521 -1.91208 0.0 0.0 -0.1 -0.3385
C -2.81894 1.27957 -3.22319 0.0 0.0 0.0 -0.0723
C -4.12105 0.95011 -3.57784 0.0 0.0 0.0 -0.0830
C -4.99480 0.44410 -2.62909 0.0 0.0 0.0 -0.0922
C -4.56358 0.25189 -1.32340 0.0 0.0 0.0 -0.0779
C -3.26451 0.56981 -0.96389 0.0 0.0 0.0 -0.1076
H 1.93748 -2.22990 -0.74080 -0.1 0.0 0.0 0.0444
H 2.41012 -0.68854 -3.48060 0.0 0.0 0.0 0.1407
H 2.70494 0.94378 -4.91979 0.0 0.0 0.0 0.1145
H 2.14710 3.06252 -6.02317 0.0 0.0 0.0 0.1102
H 0.37764 4.52240 -5.07070 0.0 0.0 0.0 0.1111
H -0.82384 3.81098 -3.04182 0.0 0.0 0.0 0.1177
H 1.28491 3.26257 -0.28653 0.0 0.0 0.0 0.1087
H 1.19247 5.24953 1.16032 0.0 0.0 0.0 0.1123
H -0.99370 6.16137 1.87937 0.0 0.0 0.0 0.1106
H -3.08678 5.09478 1.10770 0.0 0.0 0.0 0.1109
H -3.00335 3.11599 -0.35447 0.0 0.0 0.0 0.1022
H -2.14797 1.67180 -3.97611 0.0 0.0 0.0 0.0968
H -4.44790 1.08745 -4.60083 0.0 0.0 0.0 0.1047
H -6.00718 0.18246 -2.90942 0.0 0.0 0.0 0.1058
H -5.23650 -0.15972 -0.58212 0.0 0.0 0.0 0.1115
H -2.92442 0.40838 0.05366 0.0 0.0 0.0 0.0847
```
Forces are in eV/Å.

Properties
**2S+1**: 3
**E_LUMO (spin up / spin down)**: -0.612 / -0.641 eV
**Highest occupied orbital energy (spin up / spin down)**: -7.80 / -7.81 eV
**⟨S²⟩**: 2.01
**M**: 825.8 Da
**HOMO-LUMO gap (spin up / spin down)**: 7.2 / 7.2 eV

***

No. 2
DFT (ωB97M-V/def2-TZVPD) results for a molecular structure, C31H19Cl5N6OPdS at a distorted geometry.

```
64
Properties=species:S:1:pos:R:3:forces:R:3:lowdin_charge:R:1
Pd 2.50719 2.44459 -0.97938 -0.6 -1.5 -0.4 0.6877
Cl 6.14819 0.82899 -1.18138 0.0 0.4 -0.1 0.8387
C 5.86709 2.51019 -1.23898 1.7 -0.4 0.0 -0.6430
C 4.55689 2.99069 -1.29608 -1.2 0.9 0.6 -0.2006
C 4.41509 4.37599 -1.38178 1.0 0.4 -0.3 -0.6928
Cl 2.78229 4.92399 -1.49078 -0.2 1.0 -0.1 0.7461
C 5.47759 5.27749 -1.36698 -1.9 0.7 -0.2 -0.6523
Cl 5.22769 6.96309 -1.46708 0.0 -0.7 0.1 0.8250
C 6.78069 4.75689 -1.26838 1.8 -0.2 0.1 -0.6351
Cl 8.12229 5.81019 -1.22128 -0.8 -0.5 0.0 0.8439
C 6.97539 3.37049 -1.22248 0.2 -0.5 0.1 -0.6878
Cl 8.56509 2.74139 -1.15318 -0.2 0.1 0.0 0.7661
C -7.99031 -6.68291 -1.10928 -0.3 0.1 0.0 -0.0516
O -6.58071 -6.79131 -1.12998 0.0 -0.8 0.0 -0.0529
C -5.79411 -5.73131 -1.14238 0.8 1.1 0.0 -0.2679
C -4.40411 -5.99861 -1.16188 -0.7 0.0 0.0 0.0244
C -3.49981 -4.97471 -1.18128 -0.2 0.6 0.0 -0.0098
C -3.93171 -3.63071 -1.17988 -0.9 -0.6 0.0 -0.1609
C -5.31221 -3.36741 -1.15728 1.0 0.0 0.0 -0.0225
C -6.22811 -4.39001 -1.13858 -0.4 -0.9 0.0 -0.0019
C -2.93151 -2.60191 -1.20388 0.6 0.3 0.0 -0.2336
N -1.63461 -2.85991 -1.23418 -0.1 -0.5 0.0 0.1890
C -1.00731 -1.67371 -1.24528 -1.0 1.2 0.0 -0.1666
C -1.95131 -0.62651 -1.21788 1.3 -0.4 0.0 -0.1223
N -3.16361 -1.24471 -1.19348 -0.3 -0.3 0.0 0.1959
C -1.56751 0.73819 -1.23268 0.2 -0.1 -0.1 -0.0578
C -2.44811 1.83149 -1.22278 0.4 0.3 0.0 0.0353
C -1.93401 3.10629 -1.28438 -0.1 -0.2 -0.1 -0.0164
C -0.55151 3.28059 -1.36778 0.1 0.0 0.0 -0.1223
N 0.30009 2.26579 -1.36108 0.0 0.3 0.5 -0.0053
C -0.17221 1.00689 -1.27068 -0.3 -0.1 0.0 -0.1423
C 0.79839 -0.06071 -1.22578 -0.3 -0.6 0.0 -0.1409
N 2.10519 0.25999 -1.15558 0.3 0.4 0.1 0.0138
C 3.01599 -0.69451 -1.15728 0.2 -0.1 0.0 -0.1104
C 2.69189 -2.05271 -1.21738 -0.3 0.0 0.0 -0.0069
C 1.36619 -2.41981 -1.25938 0.3 0.3 0.0 0.0491
C 0.39309 -1.41321 -1.25068 -0.1 0.5 0.0 -0.0573
H -8.36101 -7.70691 -1.09958 0.0 0.1 0.0 0.1012
H -8.36571 -6.17041 -1.99858 0.1 0.0 0.0 0.1008
H -8.33801 -6.16291 -0.21318 0.1 0.0 0.0 0.1003
H -4.09081 -7.02941 -1.16258 0.1 -0.1 0.0 0.1250
H -2.44151 -5.17071 -1.19928 0.1 -0.1 0.0 0.1105
H -5.67941 -2.35131 -1.15628 -0.1 0.1 0.0 0.1058
H -7.28251 -4.15981 -1.12258 -0.1 0.0 0.0 0.1099
H -4.06741 -0.80021 -1.20518 0.1 -0.1 0.0 0.1596
H -3.51361 1.67009 -1.16918 -0.1 0.0 0.0 0.1254
H -2.58491 3.96719 -1.28538 0.0 0.1 0.0 0.1213
H -0.13191 4.27699 -1.44028 0.0 0.0 0.0 0.0980
H 4.04909 -0.37161 -1.11968 -0.3 -0.1 0.1 0.0302
H 3.47929 -2.78931 -1.21778 0.1 0.0 0.0 0.1193
H 1.04609 -3.44931 -1.29948 0.0 -0.1 0.0 0.1324
C 1.61959 3.95399 6.14052 -0.1 0.2 0.0 -0.0064
C 2.05629 2.98719 5.10552 0.2 -0.5 0.2 -0.2980
C 2.65189 1.75869 5.42662 -0.1 0.3 -0.3 0.0606
C 3.01099 0.95009 4.36102 0.1 -0.3 0.1 -0.0870
N 2.83569 1.30919 3.10332 0.4 -0.7 -1.1 0.0770
C 2.29589 2.49699 2.87452 0.3 -0.7 1.1 -0.7702
S 2.09619 3.13039 1.28022 -0.2 0.5 0.1 0.8912
N 1.89349 3.31029 3.83782 -0.6 1.4 -0.6 0.1029
H 1.68359 3.52209 7.13252 0.0 0.0 0.1 0.0872
H 0.60219 4.28119 5.93962 -0.1 0.0 0.0 0.0970
H 2.25889 4.83429 6.09122 0.0 0.1 0.1 0.1001
H 2.82109 1.46629 6.44792 0.0 -0.1 0.1 0.1271
H 3.46289 -0.02161 4.51682 0.0 0.0 0.1 0.1251
```
Forces are in eV/Å.

Properties
**Total charge**: +2
**2S+1**: 5
**E_LUMO (spin up / spin down)**: -5.619 / -9.733 eV
**Highest occupied orbital energy (spin up / spin down)**: -11.46 / -11.44 eV
**⟨S²⟩**: 6.05
**M**: 807.3 Da
**HOMO-LUMO gap (spin up / spin down)**: 5.8 / 1.7 eV

***

No. 3
DFT (ωB97M-V/def2-TZVPD) results for a molecular structure, C31H19ClInN3O3S4 at a distorted geometry.

```
62
Properties=species:S:1:pos:R:3:forces:R:3:lowdin_charge:R:1
In 9.15650 -0.08247 18.74341 0.3 0.1 0.7 0.5869
O 9.10484 -3.53610 21.36760 0.3 -0.4 0.5 0.0265
C 9.48792 -2.61272 20.66916 -0.2 0.6 -1.1 -0.6328
O 8.71284 -1.73715 20.14014 0.0 0.1 0.1 -0.1407
C 10.97610 -2.46815 20.34395 0.5 0.4 0.4 -0.1412
C 11.87880 -2.69883 21.40100 -0.4 -0.3 0.2 -0.0477
C 13.24954 -2.64342 21.24614 -0.2 0.1 -1.5 -0.1076
C 13.75548 -2.31544 19.96649 0.1 -0.4 0.9 -0.1145
C 12.90062 -2.05674 18.91959 -0.3 0.3 0.7 -0.1533
C 11.50748 -2.06784 19.10145 -0.3 -0.6 -0.5 -0.5834
S 10.56956 -1.74309 17.59865 0.1 0.0 0.5 0.5923
H 11.47507 -2.97825 22.37764 -0.1 0.0 -0.4 0.1129
H 13.90083 -2.98500 22.02783 0.3 0.2 0.4 0.0778
H 14.82810 -2.29366 19.82140 0.1 0.0 -0.1 0.0827
H 13.27399 -1.78652 17.94943 0.2 0.0 -0.3 0.0788
O 9.22307 1.55776 17.37583 -0.6 -0.2 -0.5 -0.3473
C 8.41152 1.98795 16.32391 1.0 -0.1 -0.1 -0.5777
C 7.53000 3.13640 16.78510 0.0 0.6 0.6 -0.4182
C 7.62683 4.48237 16.50255 -0.4 -1.5 -0.7 -0.1234
C 6.57585 5.23794 17.04383 -0.5 0.5 -0.1 -0.2125
C 5.75242 4.50197 17.83389 0.4 -0.3 0.3 -0.4071
S 6.29227 2.88413 17.96238 -0.3 -0.1 -0.5 1.0827
C 9.39678 2.53034 15.24826 -1.3 -0.6 0.3 -0.4910
C 9.18068 2.75496 13.92769 0.2 -0.1 -0.7 -0.1273
C 10.38149 3.14342 13.24449 -0.6 0.4 0.0 -0.2019
C 11.41918 3.24781 14.10946 0.8 0.3 -0.4 -0.4526
S 11.00424 2.77672 15.69682 0.6 0.2 0.3 1.0901
C 7.57275 0.86661 15.66662 -0.3 1.0 0.2 -0.4803
C 6.26741 0.90781 15.23003 1.1 -0.8 -0.3 -0.1239
C 5.91474 -0.34516 14.60581 -1.1 1.4 0.4 -0.2044
C 6.88283 -1.28935 14.66444 -0.2 -0.8 -0.4 -0.4097
S 8.30147 -0.64870 15.35827 0.4 0.0 0.2 1.0212
H 8.29944 4.83248 15.75840 0.6 0.4 -0.4 0.0980
H 6.36832 6.25682 16.73966 0.1 0.1 0.3 0.0927
H 4.89875 4.81947 18.38834 -0.4 0.2 0.2 0.0561
H 8.21817 2.57813 13.45764 0.1 0.1 0.1 0.1155
H 10.49941 3.41437 12.19430 -0.3 -0.2 0.2 0.0896
H 12.40143 3.61876 13.81112 -0.2 -0.3 0.4 0.0575
H 5.59390 1.75565 15.34810 0.2 -0.3 -0.1 0.1072
H 4.90450 -0.38025 14.20844 0.2 -0.8 0.0 0.0988
H 6.82950 -2.35639 14.38214 0.1 0.9 0.1 0.0792
N 6.95390 -0.35399 18.40497 2.0 0.6 0.6 0.1834
C 5.92296 -0.73681 18.11722 -2.1 -0.9 -0.5 -0.1491
C 4.62636 -1.13165 17.77767 0.3 -0.1 0.2 -0.2792
C 4.26937 -2.41911 17.33793 0.5 0.9 0.2 -0.2687
N 3.88001 -3.42423 16.94982 -0.3 -1.2 -0.4 0.1005
C 3.58879 -0.21233 17.94296 -1.2 1.4 0.2 -0.2768
N 2.72543 0.56179 18.07688 0.8 -0.8 -0.2 0.0957
Cl 8.31471 1.19438 22.90936 0.1 0.0 -0.2 0.6637
C 8.32371 2.46800 21.70570 0.3 -0.2 -0.6 -0.5943
C 7.48319 3.54482 21.91002 0.2 0.2 -0.9 -0.1368
C 7.46040 4.57969 20.98519 0.4 0.1 0.9 -0.1194
C 8.36056 4.55723 19.92858 -1.0 1.5 0.1 -0.1408
C 9.12621 3.47274 19.67551 0.4 -0.6 0.3 -0.0829
C 9.14194 2.38365 20.55911 0.7 0.1 0.2 -0.3195
C 10.09342 1.29620 20.27311 -1.3 -0.4 -0.8 -0.1588
H 6.87693 3.58648 22.77597 -0.6 -0.1 0.7 0.0788
H 6.84953 5.45757 21.18596 0.0 -0.1 -0.1 0.0932
H 8.41531 5.46649 19.34681 0.0 -0.2 -0.5 0.0996
H 9.72967 3.38362 18.78973 0.2 0.2 -0.1 0.1039
H 10.29575 0.75054 21.14540 0.4 -1.0 1.1 0.0037
H 11.01029 1.56295 19.76959 0.1 0.5 -0.1 0.0558
```
Forces are in eV/Å.

Properties
**Total charge**: -2
**E_LUMO**: 3.960 eV
**Highest occupied orbital energy**: -2.70 eV
**M**: 760.1 Da
**HOMO-LUMO gap**: 6.7 eV

***

Energy above the lowest of the compared OMol25 structures with the same formula, charge and spin, respectively: 0.0 28.6 0.0 kcal per mole.
DFT total energy, respectively: -190584.182 -120353.816 -104107.955 eV.